DFT (ωB97M-V with the def2-TZVPD basis set) results for the molecule C2H3ClN4O2S in a non-equilibrium geometry.

Values from the calculation:
relative energy (zero: lowest compared OMol25 entry of this formula, charge and spin)	74.1	kcal/mol
SMILES	CC1(S(=O)(=O)Cl)N=NN=N1
multiplicity	1
Kohn-Sham gap	9.2	eV
charge	0
DFT total energy	-1305.74160	Eh

Last column: Löwdin charge in e.
Positions of all 13 atoms, in Å:
1 C -1.599843 0.247145 -0.207017  -0.018
2 C -0.218819 -0.395543 -0.152824  -0.556
3 S 0.888012 1.119891 0.129516  0.357
4 O 0.724827 1.686180 1.434081  -0.308
5 O 0.500974 1.921413 -1.012026  -0.340
6 Cl 2.757282 0.516149 -0.153559  0.495
7 N 0.444495 -1.122633 -1.094101  0.039
8 N 1.149129 -1.982817 -0.533044  0.005
9 N 1.013994 -1.928391 0.850636  -0.034
10 N 0.185207 -1.127727 1.216067  0.098
11 H -1.734059 0.983271 -0.881616  0.039
12 H -1.903234 0.799751 0.663629  0.093
13 H -2.207968 -0.716694 -0.259746  0.130

Forces on the atoms, in the same order (eV/Å):
C -0.2091 -4.6575 1.8855
C 0.4303 1.8090 4.1882
S -1.3234 2.3303 -1.0673
O 0.2975 -0.7807 -0.4241
O 0.7590 -0.5479 0.8022
Cl 0.4365 -0.0669 0.2088
N -0.0245 -0.9967 -1.0071
N 0.4670 -0.3254 -2.4663
N 0.3278 -1.2642 1.9109
N -1.2648 1.6418 -1.4975
H -0.2904 1.5318 -3.3396
H 0.5121 -0.4390 1.1918
H -0.1180 1.7655 -0.3855



DFT (ωB97M-V with the def2-TZVPD basis set) results for the molecule Cl3H3Si2 in a non-equilibrium geometry.

Values from the calculation:
relative energy (zero: lowest compared OMol25 entry of this formula, charge and spin)	10.0	kcal/mol
SMILES	Cl[SiH2][SiH](Cl)Cl
multiplicity	1
Kohn-Sham gap	10.4	eV
charge	0
DFT total energy	-1961.46588	Eh

Last column: Löwdin charge in e.
Positions of all 8 atoms, in Å:
1 Cl 1.916719 1.125819 -0.803435  0.158
2 Si 0.610098 -0.026086 0.283101  0.054
3 Si -1.558875 0.405054 -0.621230  -0.439
4 Cl -3.046303 1.585330 0.025197  0.239
5 Cl -2.455716 -1.391524 -0.315117  0.187
6 H 0.991746 0.482653 1.729185  -0.062
7 H 0.630819 -1.573995 0.191053  -0.066
8 H -1.719791 0.513013 -2.101845  -0.071

Forces on the atoms, in the same order (eV/Å):
Cl 0.2242 -0.2786 -0.4019
Si -0.1328 0.1734 1.5112
Si -0.0720 -0.7067 -0.9364
Cl -0.2410 1.3179 0.6940
Cl -0.1040 -1.2823 0.2590
H -0.7693 -0.7473 -1.2864
H 0.3611 1.2675 -0.1101
H 0.7338 0.2561 0.2705



DFT (ωB97M-V with the def2-TZVPD basis set) results for the molecule C5H9N3O in a non-equilibrium geometry.

Values from the calculation:
relative energy (zero: lowest compared OMol25 entry of this formula, charge and spin)	57.0	kcal/mol
SMILES	CO[C@]1(N)C=CC(N)=N1
multiplicity	1
Kohn-Sham gap	9.8	eV
charge	0
DFT total energy	-435.36691	Eh

Last column: Löwdin charge in e.
Positions of all 18 atoms, in Å:
1 C -2.143612 0.787371 1.189844  -0.091
2 O -1.577992 -0.406935 0.623817  -0.124
3 C -0.520025 -0.062117 -0.347368  -0.569
4 N -0.911835 0.964731 -1.223601  0.129
5 C 0.044901 -1.251522 -1.074936  0.012
6 C 1.303916 -1.523974 -0.730103  0.017
7 C 1.627427 -0.375077 0.117457  -0.435
8 N 2.846313 -0.254258 0.751114  0.113
9 N 0.685289 0.484020 0.302980  0.146
10 H -2.772078 1.253420 0.370102  0.099
11 H -1.281948 1.468116 1.419269  0.091
12 H -2.577180 0.570403 2.073150  0.041
13 H -1.690558 0.751486 -1.797033  0.090
14 H -0.917243 1.814020 -0.815998  0.034
15 H -0.516725 -2.008176 -1.648895  0.122
16 H 1.887322 -2.355047 -1.081557  0.104
17 H 2.701205 0.591299 1.377794  0.123
18 H 3.812816 -0.447752 0.493972  0.098

Forces on the atoms, in the same order (eV/Å):
C 2.7837 1.2997 -4.1536
O 1.1254 -0.1715 -0.6297
C 0.5330 0.7615 0.7446
N 0.5114 -3.0072 -2.1356
C -1.1399 -2.8953 -0.3027
C -1.4082 1.1982 -0.4925
C 1.6126 -0.0419 0.2990
N -0.9103 2.5390 2.0606
N 0.1112 -0.8121 0.8229
H 0.1865 -0.2601 1.5234
H -0.8136 -0.2020 -0.1255
H -1.9554 -0.9363 2.5847
H -0.7506 -0.0241 -0.4038
H -0.0949 3.3021 1.3881
H -0.1143 0.8603 0.1366
H 0.2947 0.0371 0.1538
H 1.0422 -1.4643 -0.9636
H -1.0134 -0.1833 -0.5067



| no. | HOMO level (eV) |
| --- | --- |
| 1 | -11.11 |
| 2 | -10.36 |
| 3 | -8.82 |